[1]
DFT (ωB97M-V with the def2-TZVPD basis set) results for 2 unconnected molecules or ions with the total composition C3H7N3 in a non-equilibrium geometry.

## Properties
spin multiplicity	1
frontier orbital gap	9.68	eV
ΔE to the lowest compared entry with this formula, charge and spin	2.243	eV
highest occupied orbital energy	-0.3310	Ha

CARTESIAN COORDINATES (ANGSTROEM)
N 1.29 1.74 0.03
C 0.88 0.40 -0.42
C -0.32 -0.20 0.29
N -0.74 0.60 1.23
C -1.68 -2.87 -0.70
N -2.20 -3.82 -1.11
H 2.28 1.78 0.22
H 1.08 2.44 -0.67
H 1.70 -0.32 -0.28
H 0.66 0.37 -1.49
H -1.19 -1.96 -0.32
H -0.25 1.49 1.41
H -1.53 0.35 1.81

[2]
DFT (ωB97M-V with the def2-TZVPD basis set) results for a single C3H7N3 molecule in a non-equilibrium geometry.

## Properties
spin multiplicity	1
frontier orbital gap	9.44	eV
ΔE to the lowest compared entry with this formula, charge and spin	4.545	eV
highest occupied orbital energy	-0.3316	Ha
structure (SMILES)	[H]/N=C\N(C)N=C

CARTESIAN COORDINATES (ANGSTROEM)
H 1.62 -2.04 -0.20
N 2.32 -1.17 0.03
C 1.65 -0.05 0.06
N 0.25 0.10 -0.47
C -0.17 1.36 0.02
N -0.39 -1.09 -0.34
C -1.68 -1.15 0.19
H 2.10 1.06 0.40
H -0.75 1.43 0.82
H -0.89 1.59 -0.84
H 0.59 2.18 0.01
H -2.27 -1.94 0.35
H -2.36 -0.28 -0.02

[3]
DFT (ωB97M-V with the def2-TZVPD basis set) results for 2 unconnected molecules or ions with the total composition C3H7N3 in a non-equilibrium geometry.

## Properties
spin multiplicity	1
frontier orbital gap	8.43	eV
ΔE to the lowest compared entry with this formula, charge and spin	3.926	eV
highest occupied orbital energy	-0.3082	Ha

CARTESIAN COORDINATES (ANGSTROEM)
C 0.42 -0.64 0.06
C -0.48 0.53 -0.25
N 0.24 -1.57 -0.80
N -1.33 0.84 0.79
C -0.30 1.24 -1.37
N 1.23 -0.77 1.11
H 1.05 -2.42 -0.31
H 1.59 -2.08 0.64
H -1.27 0.30 1.63
H -2.12 1.43 0.58
H 1.40 0.10 1.59
H 0.40 0.90 -2.12
H -0.85 2.15 -1.54

[4]
DFT (ωB97M-V with the def2-TZVPD basis set) results for a single C3H7N3 molecule in a non-equilibrium geometry.

## Properties
spin multiplicity	3
frontier orbital gap (alpha / beta)	7.56 / 8.20	eV
ΔE to the lowest compared entry with this formula, charge and spin	1.211	eV
highest occupied orbital energy (alpha / beta)	-0.2399 / -0.3385	Ha

CARTESIAN COORDINATES (ANGSTROEM)
C -1.27 0.77 -0.76
C -0.61 0.35 0.51
C 1.42 -0.92 0.65
N -0.44 0.52 -1.85
N 0.66 0.13 -1.74
N 0.78 0.29 0.35
H -2.25 0.32 -0.96
H -1.44 1.91 -0.58
H -0.95 1.20 1.22
H -0.84 -0.72 0.91
H 0.92 -1.85 0.20
H 2.57 -0.89 0.29
H 1.44 -1.12 1.76

[5]
DFT (ωB97M-V with the def2-TZVPD basis set) results for a single C3H7N3O molecule in a non-equilibrium geometry.

## Properties
spin multiplicity	1
frontier orbital gap (alpha / beta)	8.06 / 8.06	eV
ΔE to the lowest compared entry with this formula, charge and spin	3.080	eV
highest occupied orbital energy (alpha / beta)	-0.2897 / -0.2897	Ha
structure (SMILES)	C/N=C(/N)C(N)=O

CARTESIAN COORDINATES (ANGSTROEM)
C 1.50 0.98 -0.54
N 0.63 -0.02 -1.06
C 0.14 -0.52 0.05
N 0.42 -1.74 0.51
C -1.21 -0.04 0.62
N -1.80 0.91 -0.13
O -1.74 -0.66 1.52
H 2.49 0.57 -0.31
H 1.18 0.87 0.68
H 1.66 1.85 -1.24
H -0.26 -2.23 1.07
H 1.12 -2.26 0.00
H -1.40 1.14 -1.03
H -2.77 1.14 0.06

[6]
DFT (ωB97M-V with the def2-TZVPD basis set) results for a single C3H7N3O molecule.

## Properties
spin multiplicity	1
frontier orbital gap	10.93	eV
ΔE to the lowest compared entry with this formula, charge and spin	0.847	eV
highest occupied orbital energy	-0.3657	Ha
structure (SMILES)	[H]/N=C/NC(=O)NC

CARTESIAN COORDINATES (ANGSTROEM)
H 2.19 -1.30 1.94
N 1.23 -0.96 1.86
C 1.22 0.28 1.61
N -0.03 0.92 1.34
C -0.12 0.85 -0.08
O 0.73 1.38 -0.77
N -1.13 0.08 -0.57
C -0.99 -0.43 -1.92
H 2.09 0.94 1.49
H -0.76 0.40 1.82
H -1.61 -0.53 0.08
H -0.26 0.20 -2.42
H -1.93 -0.38 -2.47
H -0.62 -1.46 -1.92

[7]
DFT (ωB97M-V with the def2-TZVPD basis set) results for a single C3H7N3O molecule in a non-equilibrium geometry.

## Properties
spin multiplicity	1
frontier orbital gap (alpha / beta)	8.66 / 8.67	eV
ΔE to the lowest compared entry with this formula, charge and spin	4.480	eV
highest occupied orbital energy (alpha / beta)	-0.3281 / -0.3282	Ha

CARTESIAN COORDINATES (ANGSTROEM)
C 0.60 0.08 -1.29
C 0.33 1.13 -0.17
C 0.48 0.25 1.04
N 0.73 -1.17 -0.83
N -0.30 -0.92 0.97
N -1.53 -0.58 0.76
O 0.82 0.50 -2.42
H 1.14 1.84 -0.34
H -0.62 1.59 -0.24
H 1.61 -0.12 1.21
H 0.19 0.83 1.94
H 0.33 -1.99 -1.22
H -1.73 0.04 0.01
H -2.06 -1.48 0.61

[8]
DFT (ωB97M-V with the def2-TZVPD basis set) results for 2 unconnected molecules or ions with the total composition C3H7N3O in a non-equilibrium geometry.

## Properties
spin multiplicity	1
frontier orbital gap (alpha / beta)	9.08 / 9.08	eV
ΔE to the lowest compared entry with this formula, charge and spin	5.440	eV
highest occupied orbital energy (alpha / beta)	-0.3139 / -0.3139	Ha

CARTESIAN COORDINATES (ANGSTROEM)
C -1.45 1.88 0.64
C 1.52 2.21 -0.79
C -1.62 -1.50 0.88
N -2.38 -0.20 -1.00
N -1.47 0.71 0.72
N -1.87 -0.44 0.14
O -1.54 3.01 0.78
H 0.54 1.78 -0.78
H 2.15 1.50 -1.43
H 1.87 2.10 0.15
H 1.67 3.19 -1.33
H -1.29 -1.31 1.80
H -2.01 -2.52 0.58
H -2.69 -1.08 -1.35

[9]
DFT (ωB97M-V with the def2-TZVPD basis set) results for a single C3H7N3O molecule.

## Properties
spin multiplicity	1
frontier orbital gap	10.48	eV
ΔE to the lowest compared entry with this formula, charge and spin	0.174	eV
highest occupied orbital energy	-0.3561	Ha
structure (SMILES)	[H]/N=C/NC(=O)NC

CARTESIAN COORDINATES (ANGSTROEM)
H -3.95 0.58 -0.58
N -3.22 0.51 0.13
C -2.21 -0.08 -0.36
N -1.08 -0.27 0.43
C 0.16 -0.43 -0.17
O 0.27 -0.78 -1.33
N 1.22 -0.15 0.65
C 2.52 0.12 0.05
H -2.09 -0.47 -1.37
H -1.16 0.12 1.36
H 1.02 0.32 1.52
H 2.57 -0.44 -0.88
H 3.31 -0.22 0.72
H 2.65 1.18 -0.16

[10]
DFT (ωB97M-V with the def2-TZVPD basis set) results for 2 unconnected molecules or ions with the total composition C3H7N3O in a non-equilibrium geometry.

## Properties
spin multiplicity	1
frontier orbital gap (alpha / beta)	8.55 / 8.02	eV
ΔE to the lowest compared entry with this formula, charge and spin	7.654	eV
highest occupied orbital energy (alpha / beta)	-0.3387 / -0.3242	Ha

CARTESIAN COORDINATES (ANGSTROEM)
C -2.55 0.08 -0.74
C -2.16 -0.19 0.59
C 2.64 -0.31 -0.22
N 0.68 -0.62 0.94
N -1.24 0.55 1.22
N 1.26 0.09 0.14
O 0.91 1.23 -0.30
H -3.29 -0.51 -1.22
H -1.96 0.73 -1.35
H -2.47 -0.98 1.22
H 3.32 0.56 0.20
H 2.84 -1.38 0.10
H 2.69 -0.48 -1.34
H -0.67 1.23 0.78